# 1
Entry from the Open Molecules 2025 dataset: C9H14NReSeSi as an isolated structure (the ωB97M-V functional and the def2-TZVPD basis).

The net charge is +1. Its HOMO energy (spin up / spin down) is -12.823 / -12.819 eV. Its spin multiplicity is 2. The expectation value of S² is 0.758. The value obtained for the HOMO-LUMO gap (spin up / spin down) is 0.288 / 0.274 hartree.

Last column: Löwdin spin population.
Geometry (Å):
Re 1.230 0.299 0.311  0.90
C 0.992 1.270 2.382  0.02
C -0.199 0.552 2.166  0.02
C 0.129 -0.822 1.968  -0.01
C 1.536 -0.975 2.076  0.00
C 2.065 0.333 2.323  0.01
H 1.078 2.332 2.544  0.00
H -1.189 0.976 2.119  0.00
H -0.578 -1.622 1.832  0.00
H 2.079 -1.905 2.088  0.00
H 3.109 0.581 2.443  0.00
Se 2.832 -0.277 -1.372  0.01
C 2.358 1.149 -2.478  0.01
N 2.015 2.008 -3.163  0.01
C -2.475 -0.907 0.073  0.00
Si -0.926 -0.369 -0.790  0.01
C -0.845 1.468 -1.196  0.02
C -0.578 -1.468 -2.246  0.00
H -3.290 -0.803 -0.651  0.00
H -2.744 -0.315 0.946  0.00
H -2.438 -1.960 0.351  0.00
H -1.442 1.542 -2.115  0.00
H 0.133 1.865 -1.496  0.00
H -1.286 2.123 -0.449  0.00
H -1.497 -1.587 -2.827  0.00
H -0.246 -2.461 -1.946  0.00
H 0.179 -1.027 -2.895  0.00



# 2
Entry from the Open Molecules 2025 dataset: a 2-piece molecular cluster, C9H14O overall in a non-equilibrium geometry (the ωB97M-V functional and the def2-TZVPD basis).

The net charge is -1. Its HOMO energy (spin up / spin down) is 0.600 / -3.292 eV. Its spin multiplicity is 2. The expectation value of S² is 0.762. The value obtained for the HOMO-LUMO gap (spin up / spin down) is 0.122 / 0.263 hartree.

Last column: Löwdin spin population.
Geometry (Å):
C 1.527 2.186 0.813  0.01
C 2.006 1.522 -0.493  0.00
H 2.091 1.794 1.658  0.00
H 1.693 3.256 0.810  0.00
H 0.465 1.990 0.896  0.00
H 1.985 2.155 -1.374  0.00
H 1.397 0.640 -0.658  0.00
H 3.065 1.278 -0.364  0.00
C -2.046 1.141 0.549  0.01
C -1.825 -0.829 -0.935  0.23
C -1.398 -0.180 0.238  0.04
C -1.044 -1.923 -1.478  0.18
C -0.315 -0.631 0.970  0.16
C 0.015 -2.382 -0.730  0.06
C 0.283 -1.889 0.541  0.21
O 0.679 -3.535 -1.172  0.00
H -2.803 -0.603 -1.347  0.03
H -1.403 -2.415 -2.363  0.01
H -1.735 1.612 1.465  0.00
H -3.138 1.177 0.487  0.00
H 0.057 -0.113 1.836  0.01
H 0.974 -2.342 1.250  0.03
H 1.212 -3.804 -0.412  0.00
H -1.743 1.894 -0.187  0.00



# 3
Entry from the Open Molecules 2025 dataset: a 2-piece molecular cluster, C9H14O overall in a non-equilibrium geometry (the ωB97M-V functional and the def2-TZVPD basis).

The net charge is -1. Its HOMO energy (spin up / spin down) is 0.729 / -3.104 eV. Its spin multiplicity is 2. The expectation value of S² is 0.762. The value obtained for the HOMO-LUMO gap (spin up / spin down) is 0.107 / 0.244 hartree.

Last column: Löwdin spin population.
Geometry (Å):
C -2.056 -0.173 -2.866  0.01
C -2.608 -0.334 0.861  0.11
C -1.358 -0.015 1.245  0.08
C -2.957 -0.165 -0.510  0.23
C -1.906 0.044 -1.422  0.05
C -0.308 0.460 0.380  0.25
C -0.577 0.369 -1.018  0.14
O -0.947 0.159 2.558  0.01
H -3.313 -0.558 1.754  0.00
H -3.932 -0.104 -0.774  0.03
H 0.625 0.639 0.695  0.03
H 0.043 0.050 2.535  0.00
H -2.877 -0.960 -2.917  0.00
H -1.302 -0.787 -3.254  0.00
H 0.137 0.704 -1.773  0.01
H -2.355 0.764 -3.492  0.00
C 2.784 -0.378 1.495  0.01
C 3.621 0.362 0.408  0.01
H 1.904 0.250 1.769  0.01
H 2.459 -1.376 1.328  0.00
H 3.370 -0.577 2.425  0.00
H 3.999 -0.327 -0.427  0.00
H 4.508 0.676 0.936  0.00
H 3.044 1.278 0.067  0.01



# 4
Entry from the Open Molecules 2025 dataset: a 2-piece molecular cluster, C9H14O overall in a non-equilibrium geometry (the ωB97M-V functional and the def2-TZVPD basis).

The net charge is -1. Its HOMO energy (spin up / spin down) is 1.083 / -3.240 eV. Its spin multiplicity is 2. The expectation value of S² is 0.761. The value obtained for the HOMO-LUMO gap (spin up / spin down) is 0.097 / 0.253 hartree.

Last column: Löwdin spin population.
Geometry (Å):
C 1.646 -1.022 2.524  0.01
C -0.025 1.891 0.659  0.17
C -1.362 1.590 0.729  0.06
C 1.011 1.096 1.213  0.16
C 0.701 -0.093 1.835  0.04
C -1.693 0.394 1.408  0.22
C -0.684 -0.440 1.907  0.23
O -2.242 2.364 0.070  0.00
H 0.246 2.835 0.164  0.02
H 2.007 1.527 1.127  0.02
H -2.766 0.181 1.547  0.02
H -3.147 2.160 0.297  0.00
H 2.700 -0.719 2.493  0.00
H 1.699 -1.944 1.896  0.00
H -0.914 -1.432 2.335  0.02
H 1.456 -1.270 3.570  0.00
C 0.410 -0.616 -2.330  0.00
C -0.092 -1.141 -3.664  0.00
H 0.516 0.477 -2.135  0.00
H -0.257 -0.978 -1.532  0.00
H 1.389 -0.983 -2.021  0.00
H 0.255 -2.167 -3.743  0.00
H 0.313 -0.564 -4.522  0.00
H -1.166 -1.148 -3.828  0.00



# 5
Entry from the Open Molecules 2025 dataset: a 2-piece molecular cluster, C9H14O overall in a non-equilibrium geometry (the ωB97M-V functional and the def2-TZVPD basis).

Its HOMO energy is -8.424 eV. As for the SMILES: Cc1ccc(O)cc1.CC. The value obtained for the HOMO-LUMO gap is 0.337 hartree.

Last column: Löwdin charge in e.
Geometry (Å):
C 0.006 0.618 0.987  -0.10
C 0.196 -1.550 -0.352  -0.03
C 0.183 -0.784 0.841  -0.32
C -0.360 -2.861 -0.315  -0.01
C -0.068 -1.542 1.995  -0.07
C -0.494 -3.573 0.945  -0.35
C -0.122 -2.935 2.128  -0.02
O -0.919 -4.892 0.833  -0.05
H 0.839 -1.139 -1.066  0.09
H -0.493 -3.474 -1.261  0.13
H 0.860 1.156 1.337  0.07
H -0.944 0.761 1.627  0.12
H -0.056 -1.121 2.952  0.09
H -0.032 -3.575 3.138  0.16
H -1.909 -4.834 0.413  0.19
H -0.442 1.354 0.154  0.11
C -0.128 3.649 -2.298  -0.18
C 1.014 3.409 -1.335  -0.20
H -1.021 3.069 -2.073  0.06
H -0.300 4.792 -2.276  0.09
H 0.185 3.461 -3.297  0.04
H 1.888 2.781 -1.731  0.09
H 0.775 2.834 -0.443  0.00
H 1.342 4.395 -0.903  0.07



# 6
Entry from the Open Molecules 2025 dataset: a 2-piece molecular cluster, C9H14O overall in a non-equilibrium geometry (the ωB97M-V functional and the def2-TZVPD basis).

Its HOMO energy is -9.048 eV. As for the SMILES: Cc1ccccc1.CCO. The value obtained for the HOMO-LUMO gap is 0.366 hartree.

Last column: Löwdin charge in e.
Geometry (Å):
C -2.703 -1.383 -1.003  -0.29
C -1.576 -0.381 -0.806  -0.09
O -2.560 -2.527 -0.141  -0.09
H -3.653 -0.907 -0.807  0.10
H -2.630 -1.794 -2.005  0.11
H -1.291 -0.121 0.205  0.06
H -3.007 -2.289 0.676  0.07
H -1.874 0.558 -1.292  0.08
H -0.702 -0.688 -1.374  0.06
C 1.934 2.093 -1.123  -0.05
C 0.614 0.618 2.114  -0.11
C 1.016 1.577 1.195  -0.05
C 0.704 -0.741 1.862  -0.11
C 1.496 1.133 -0.040  -0.29
C 1.304 -1.186 0.693  -0.08
C 1.668 -0.222 -0.252  -0.09
H 0.246 0.975 3.072  0.10
H 1.058 2.627 1.439  0.11
H 0.206 -1.421 2.544  0.10
H 1.579 -2.217 0.519  0.11
H 2.699 1.630 -1.748  0.07
H 2.285 3.046 -0.738  0.08
H 2.077 -0.613 -1.179  0.11
H 1.110 2.235 -1.814  0.07



# 7
Entry from the Open Molecules 2025 dataset: a 2-piece molecular cluster, C9H14O overall in a non-equilibrium geometry (the ωB97M-V functional and the def2-TZVPD basis).

Its HOMO energy is -8.533 eV. As for the SMILES: Cc1ccc(O)cc1.CC. The value obtained for the HOMO-LUMO gap is 0.346 hartree.

Last column: Löwdin charge in e.
Geometry (Å):
C 1.536 2.152 1.059  -0.17
C 2.312 1.812 -0.201  -0.16
H 1.916 1.579 1.895  0.07
H 1.580 3.231 1.256  0.07
H 0.456 2.058 0.917  0.03
H 2.027 2.365 -1.093  0.06
H 2.240 0.754 -0.462  0.05
H 3.369 1.975 0.031  0.06
C -2.222 1.105 0.282  -0.05
C -1.883 -1.001 -1.075  -0.04
C -1.507 -0.192 0.001  -0.28
C -1.159 -2.133 -1.391  -0.02
C -0.454 -0.641 0.781  -0.07
C -0.036 -2.491 -0.661  -0.33
C 0.336 -1.739 0.441  -0.02
O 0.743 -3.520 -1.160  0.03
H -2.748 -0.744 -1.667  0.11
H -1.423 -2.754 -2.239  0.12
H -1.612 1.760 0.896  0.06
H -3.193 0.977 0.754  0.08
H -0.250 -0.204 1.754  0.11
H 1.257 -1.954 0.966  0.11
H 1.133 -3.982 -0.403  0.10
H -2.418 1.585 -0.679  0.08



# 8
Entry from the Open Molecules 2025 dataset: a 2-piece molecular cluster, C9H14O overall in a non-equilibrium geometry (the ωB97M-V functional and the def2-TZVPD basis).

Its HOMO energy is -8.450 eV. As for the SMILES: Cc1ccc(O)cc1.CC. The value obtained for the HOMO-LUMO gap is 0.342 hartree.

Last column: Löwdin charge in e.
Geometry (Å):
C 2.842 -0.973 2.343  -0.16
C 1.976 -0.788 1.078  -0.16
H 2.271 -1.462 3.131  0.06
H 3.649 -1.660 2.125  0.05
H 3.204 -0.035 2.745  0.06
H 2.257 -1.572 0.372  0.06
H 1.941 0.219 0.678  0.04
H 0.906 -0.965 1.247  0.06
C -2.424 -1.623 -1.414  -0.05
C -2.218 0.627 -0.335  -0.05
C -1.647 -0.351 -1.125  -0.29
C -1.494 1.772 -0.001  -0.02
C -0.217 1.943 -0.503  -0.34
C -0.392 -0.114 -1.692  -0.04
C 0.338 1.027 -1.365  -0.04
O 0.558 3.038 -0.190  0.03
H -3.216 0.524 0.085  0.12
H -1.977 2.527 0.575  0.10
H -3.330 -1.383 -1.960  0.08
H -2.733 -2.010 -0.457  0.07
H 0.074 -0.957 -2.203  0.11
H 0.135 3.507 0.551  0.11
H 1.298 1.122 -1.859  0.12
H -1.800 -2.412 -1.826  0.07